Computed, not measured: a structure of composition C53H38Cl4N2O6P2SiTi at a distorted geometry, with wB97M-V/def2-TZVPD.

**E**: -6266.17783 Eh
**Gap between HOMO and LUMO**: 5.3 eV
**Net charge**: -2
**HOMO**: -1.865 eV

```
107
Properties=species:S:1:pos:R:3:forces:R:3:mulliken_charge:R:1
Ti 0.007689 0.588252 1.233028 0.48 -2.41 -0.88 -0.64
O 2.087136 4.098525 0.430808 0.02 -0.01 -0.05 -0.78
C 1.305722 3.211093 0.720750 -0.24 0.01 -0.06 -0.11
O 1.473895 1.941142 0.629804 -0.09 0.23 0.28 0.29
C -0.062010 3.558750 1.293130 0.16 0.21 -0.02 0.29
C -0.591988 4.827434 1.426225 -0.06 -0.07 0.09 -0.64
C -1.806851 4.956419 2.094661 0.04 -0.04 0.00 -0.63
C -2.426435 3.837770 2.640107 0.13 -0.01 0.00 -0.68
C -1.841779 2.601222 2.429114 -0.28 0.12 0.06 0.02
N -0.715269 2.494049 1.739386 -0.02 0.27 0.07 1.48
C -2.404818 1.259779 2.876324 0.06 0.21 -0.16 0.17
O -3.420432 1.217077 3.547599 0.03 -0.04 0.06 -0.81
O -1.696256 0.286303 2.431186 0.06 0.40 0.35 0.03
H -0.042774 5.664946 1.021010 -0.01 0.03 0.00 0.61
H -2.264272 5.932710 2.199149 0.02 0.01 0.03 0.40
H -3.343920 3.885309 3.208779 -0.03 0.02 -0.04 0.56
C -3.210337 1.936220 -0.284775 0.08 0.09 0.08 -1.70
Si -2.104629 0.369879 -0.433029 -0.08 0.33 -0.03 1.51
C -3.329528 -0.960476 0.168443 -0.01 -0.01 0.15 0.09
C -4.706293 -0.893277 -0.052427 0.02 0.00 -0.04 0.12
C -5.582756 -1.781523 0.553448 0.00 0.00 0.01 -0.94
C -5.092100 -2.746723 1.420855 -0.03 -0.03 -0.01 -0.86
C -3.729722 -2.832416 1.660690 0.02 -0.03 0.00 -0.46
C -2.855960 -1.951530 1.034283 0.08 0.06 0.05 0.09
P -1.021614 -2.049062 1.164468 -0.39 0.04 -0.14 1.60
C -0.754616 -3.055739 2.658850 0.10 0.14 0.03 0.37
C 0.148226 -4.113187 2.683482 0.02 -0.01 -0.04 -0.77
C 0.399389 -4.790648 3.868239 0.00 -0.01 0.00 -1.02
C -0.237609 -4.408936 5.038108 0.01 0.04 0.00 -0.68
C -1.116984 -3.333890 5.025197 0.00 -0.04 0.02 -0.75
C -1.367042 -2.653748 3.846876 -0.07 -0.01 -0.03 -0.57
C -0.808817 -3.203107 -0.243703 0.18 -0.03 0.10 0.08
C -0.353533 -2.724275 -1.465361 0.11 -0.01 -0.02 0.78
C -0.291752 -3.560774 -2.573020 -0.07 0.05 -0.03 -0.65
C -0.689549 -4.879263 -2.468051 -0.04 -0.02 0.02 -0.89
C -1.154992 -5.366889 -1.250861 -0.01 -0.01 -0.05 -0.83
C -1.222579 -4.535001 -0.149333 -0.02 0.02 0.03 -0.28
C -2.059167 0.262429 -2.354792 0.07 -0.18 -0.05 0.86
C -3.097426 -0.337172 -3.081811 0.03 -0.04 0.11 -0.54
C -3.165562 -0.234211 -4.458913 0.01 0.00 -0.07 -0.87
C -2.192814 0.473295 -5.161074 -0.07 0.01 -0.01 -0.87
C -1.142038 1.045608 -4.471706 0.03 0.03 0.02 -0.12
C -1.068755 0.932841 -3.081952 -0.04 -0.11 0.04 -0.70
P 0.265207 1.637238 -2.070728 0.13 0.61 -0.26 2.41
C 0.296309 3.375725 -2.723568 -0.23 -0.11 0.06 0.32
C 1.413509 4.048580 -3.205037 0.06 -0.03 -0.04 -0.42
C 1.339363 5.390613 -3.557593 -0.01 0.02 -0.02 -0.71
C 0.148032 6.087781 -3.439315 -0.01 0.00 0.02 -0.58
C -0.980706 5.425331 -2.970208 0.01 0.04 -0.03 -0.77
C -0.902515 4.089641 -2.617894 -0.02 -0.04 0.05 -0.63
C 1.810239 0.954645 -2.740157 -0.02 -0.08 0.11 0.63
C 1.850627 -0.114229 -3.627826 0.00 -0.04 -0.04 -0.63
C 3.066393 -0.652977 -4.027782 0.01 0.02 -0.03 -0.79
C 4.251257 -0.119183 -3.550527 -0.02 0.02 -0.02 -0.69
C 4.219094 0.933438 -2.645386 0.03 0.02 -0.05 -1.07
C 3.009279 1.457641 -2.226453 0.00 0.03 0.06 -0.43
H -3.866742 2.014720 -1.155348 -0.04 -0.02 0.00 0.69
H -2.628714 2.859797 -0.225203 0.02 0.02 -0.07 0.05
H -3.836056 1.880826 0.608982 -0.02 0.00 0.01 0.49
H -5.107881 -0.119075 -0.697572 -0.01 0.03 0.00 0.39
H -6.647665 -1.709462 0.365070 -0.01 0.01 0.00 0.38
H -5.771110 -3.432196 1.914841 0.00 0.00 0.00 0.38
H -3.351546 -3.580218 2.346807 0.01 -0.01 -0.02 0.40
H 0.667523 -4.402167 1.779219 -0.01 0.00 0.00 0.57
H 1.104630 -5.612547 3.872476 0.02 0.01 0.00 0.41
H -0.028799 -4.929764 5.965202 -0.01 -0.01 0.00 0.37
H -1.595938 -3.010389 5.941264 0.00 0.00 0.01 0.40
H -2.030754 -1.797840 3.842487 0.00 0.01 0.00 0.42
H 0.010463 -1.709816 -1.546366 -0.02 -0.01 -0.01 -0.38
H 0.101089 -3.179327 -3.504390 0.09 -0.03 0.02 0.50
H -0.613265 -5.537574 -3.324106 0.02 0.00 0.00 0.35
H -1.458072 -6.403565 -1.158940 -0.01 0.00 0.00 0.42
H -1.598049 -4.922395 0.789978 0.00 0.01 0.01 0.39
H -3.862069 -0.896145 -2.555986 -0.01 -0.02 -0.01 0.34
H -3.981544 -0.705494 -4.994959 0.00 -0.01 0.00 0.42
H -2.259646 0.573229 -6.237841 0.02 -0.03 -0.01 0.36
H -0.369201 1.588523 -5.004327 0.02 0.00 0.00 0.49
H 2.354990 3.526750 -3.306707 -0.01 0.00 0.00 0.40
H 2.226529 5.892022 -3.925811 0.01 0.00 0.00 0.41
H 0.097456 7.136577 -3.705470 0.00 0.01 -0.01 0.36
H -1.922922 5.952111 -2.873775 -0.01 0.00 -0.01 0.44
H -1.790228 3.583379 -2.253291 0.00 0.00 0.01 0.09
H 0.933093 -0.564454 -3.986301 0.00 0.02 0.01 0.08
H 3.080943 -1.518602 -4.672897 0.01 -0.07 0.06 0.39
H 5.195715 -0.559928 -3.842006 0.00 -0.03 0.02 0.35
H 5.141062 1.322696 -2.230059 0.00 0.00 0.01 0.41
H 2.991977 2.242011 -1.477410 0.00 -0.02 0.01 0.35
Cl 3.061483 -3.723793 -2.671406 0.02 -0.15 -0.32 -0.82
C 3.291806 -2.023749 0.136758 0.19 0.12 0.67 0.44
Cl 4.859201 -1.375360 -0.194931 -0.07 -0.05 -0.09 -0.22
Cl 3.259425 -3.542506 0.973442 -0.03 0.03 -0.18 -0.22
C 2.212343 -1.256286 0.138362 0.17 -0.09 -0.24 -0.81
N 1.205929 -0.620102 0.086755 -0.23 0.68 0.22 0.57
Cl 7.696043 0.913756 3.453641 -0.06 0.00 0.01 -0.28
C 5.988258 0.513730 3.464088 0.07 0.03 0.01 0.51
C 5.163878 1.046161 2.492483 -0.01 0.00 -0.01 -1.18
C 3.814214 0.720026 2.503081 0.01 0.00 0.03 0.10
C 3.310168 -0.132609 3.476059 0.05 -0.03 0.07 0.29
C 4.161102 -0.656715 4.444756 -0.01 0.01 -0.04 -0.59
C 5.506249 -0.334115 4.448308 0.02 0.00 0.02 -0.69
C 1.859488 -0.529640 3.520875 -0.29 0.09 -0.01 0.02
O 1.480654 -1.435582 4.230359 0.10 0.00 0.04 -0.69
O 1.063566 0.206386 2.777602 -0.03 -0.03 0.12 0.31
H 5.565852 1.697710 1.729267 0.01 -0.02 -0.01 0.47
H 3.156790 1.123217 1.745543 -0.01 -0.01 -0.02 0.59
H 3.745979 -1.320715 5.190781 -0.01 -0.03 -0.02 0.46
H 6.177138 -0.734946 5.195902 0.01 0.00 -0.01 0.41
```
Forces are in eV/Å.